Entry 1:
{"formula": "C14H17NO5S2", "method": "ωB97M-V/def2-TZVPD", "species": ["C", "H", "O", "C", "C", "C", "C", "C", "C", "H", "H", "O", "C", "C", "O", "H", "C", "N", "S", "O", "O", "C", "C", "C", "C", "S", "H", "H", "H", "H", "H", "H", "H", "H", "H", "H", "H", "H", "H"], "coordinates": [[6.956369, -1.825745, -0.710208], [7.253778, -1.034069, -1.405812], [6.438901, -1.296297, 0.485199], [5.326167, -0.508273, 0.417424], [4.635343, -0.196869, -0.744138], [3.511116, 0.616716, -0.702309], [3.061318, 1.134466, 0.502260], [3.756247, 0.817174, 1.671564], [4.869009, 0.010802, 1.630850], [5.409780, -0.234259, 2.530825], [3.403198, 1.225500, 2.605067], [1.982389, 1.965984, 0.667485], [1.168864, 2.270406, -0.436558], [0.206998, 1.123530, -0.797935], [-0.460523, 1.513772, -1.963890], [-1.136156, 0.839296, -2.167818], [-0.743831, 0.856641, 0.388693], [-1.179610, -0.515586, 0.529799], [-2.297813, -1.151606, -0.525223], [-2.179856, -2.572171, -0.435978], [-2.222225, -0.528206, -1.821620], [-3.808369, -0.644598, 0.225416], [-4.593287, -1.358722, 1.076899], [-5.721863, -0.625423, 1.500252], [-5.759934, 0.623309, 0.961717], [-4.425056, 0.928259, -0.077137], [-6.498616, 1.385027, 1.113170], [-6.467912, -1.011462, 2.170466], [-4.361822, -2.366188, 1.367321], [-0.438078, -1.174577, 0.706110], [-1.637346, 1.474003, 0.268873], [-0.240050, 1.137879, 1.317631], [0.793965, 0.203859, -0.972749], [0.579081, 3.140675, -0.138072], [1.754276, 2.541495, -1.320653], [3.006099, 0.834381, -1.629930], [4.953954, -0.577851, -1.701474], [6.237875, -2.490036, -1.201780], [7.835941, -2.399374, -0.422047]], "forces_ev_per_a": [[0.1, -0.1, -0.2], [0.0, 0.0, 0.0], [-0.1, 0.1, 0.2], [-0.1, 0.1, 0.0], [0.4, -0.3, 0.1], [-0.4, 0.3, 0.1], [0.1, -0.1, 0.0], [-0.1, 0.0, -0.2], [0.1, -0.1, -0.2], [0.1, 0.0, 0.1], [0.0, 0.1, 0.1], [0.2, -0.1, 0.2], [-0.4, -0.1, -0.5], [0.3, 0.0, 0.5], [-0.1, 0.1, -0.3], [0.3, 0.2, 0.0], [0.2, 0.4, -0.3], [-0.6, -0.6, -0.5], [0.2, -0.1, 0.8], [0.0, -0.1, 0.2], [-0.2, 0.2, 0.2], [0.3, 0.2, -0.5], [0.3, -0.1, -0.1], [0.0, 0.1, 0.0], [0.4, 0.1, -0.2], [-0.4, -0.2, 0.2], [-0.2, 0.2, 0.0], [-0.1, 0.0, 0.1], [0.0, -0.2, 0.1], [0.0, -0.3, 0.0], [0.1, 0.2, 0.1], [-0.1, 0.0, 0.0], [0.0, 0.1, 0.1], [0.1, 0.0, -0.1], [0.0, 0.0, 0.1], [-0.1, 0.0, -0.1], [0.1, -0.1, -0.1], [0.0, 0.0, 0.0], [-0.1, 0.0, -0.1]], "nbo_charge": [-0.2529, 0.1744, -0.5119, 0.3445, -0.2979, -0.2931, 0.2728, -0.2419, -0.2449, 0.2224, 0.2240, -0.5032, -0.0746, 0.0594, -0.7364, 0.5056, -0.2688, -0.8611, 2.3394, -0.9232, -0.9616, -0.5729, -0.1897, -0.2600, -0.3905, 0.5017, 0.2431, 0.2332, 0.2460, 0.4141, 0.2138, 0.2289, 0.1598, 0.1971, 0.1897, 0.2223, 0.2184, 0.1741, 0.2000], "homo_energy_ev": -8.029, "lumo_ev": 0.418, "smiles": "COc1ccc(OC[C@H](O)CNS(=O)(=O)c2cccs2)cc1", "gap_ev": 8.447, "e_tot_ha": -1770.9639}

---

Entry 2:
{"formula": "C10H18N2O5", "method": "ωB97M-V/def2-TZVPD", "species": ["C", "C", "C", "C", "C", "C", "C", "C", "C", "C", "H", "H", "H", "H", "H", "H", "H", "H", "H", "H", "H", "H", "H", "H", "H", "H", "H", "H", "N", "N", "O", "O", "O", "O", "O"], "coordinates": [[-1.577996, 0.360304, 0.203625], [-1.187874, 1.630019, -0.534444], [-0.928739, -0.876199, -0.328923], [-0.761936, -1.987806, 0.742522], [-1.669826, -1.416774, -1.518066], [-1.168015, -2.674923, -2.225368], [0.991085, 1.369290, 0.570257], [1.349794, 2.167191, 1.818191], [2.277133, 1.185441, -0.184509], [3.175269, 0.086820, 0.476106], [-3.331160, 1.063441, 0.700093], [-3.416610, 0.338714, -0.688694], [-1.365941, 0.438364, 1.189079], [0.037374, -0.558431, -0.714340], [-0.196718, -2.803019, 0.357831], [-0.138376, -1.534347, 1.617979], [-1.783101, -2.207546, 1.173748], [-1.776629, -0.627036, -2.242239], [-2.659237, -1.689349, -1.014148], [-0.558928, -3.327731, -1.564426], [-0.664379, -2.440747, -3.170006], [-1.989299, -3.329810, -2.459680], [0.362958, 3.033286, -0.427503], [0.667732, 0.428118, 0.983903], [2.182443, 1.072259, -1.296238], [2.825986, 2.143029, -0.129367], [4.813613, -0.757757, 0.252041], [1.355674, 2.255339, 3.660176], [-3.033302, 0.175174, 0.242544], [0.051353, 2.076787, -0.202091], [-1.888847, 2.096364, -1.437177], [1.688232, 3.312691, 1.817657], [2.827652, -0.713892, 1.304420], [4.438746, 0.130289, -0.007549], [1.051871, 1.582447, 3.034597]], "forces_ev_per_a": [[-2.4, -0.3, -2.2], [-0.5, -0.5, -1.6], [1.7, -1.4, -0.5], [-0.1, 2.9, 2.0], [-2.0, -1.1, 0.9], [0.6, -0.3, 0.5], [1.1, -0.6, 1.6], [-1.5, 0.2, 1.9], [1.8, -0.1, -0.4], [-0.4, 0.7, -0.7], [-0.3, -1.0, -0.1], [0.2, -0.3, -0.1], [1.2, 0.5, 3.2], [0.6, -0.3, 0.1], [0.0, -0.8, -0.1], [-1.0, -0.9, -1.3], [1.2, -0.2, -0.6], [-0.5, 0.3, -0.3], [0.8, 0.5, -1.3], [0.1, 0.6, -0.6], [0.2, -0.2, 0.3], [-0.5, -0.1, -0.4], [-0.6, -0.8, -0.3], [-0.4, -0.3, -0.4], [-0.2, -0.6, 1.0], [0.1, -0.3, 0.1], [-0.1, 1.3, -0.2], [-0.1, 0.0, 0.3], [-0.6, 2.0, 0.3], [-0.2, 1.8, -0.4], [0.9, 0.0, 1.5], [0.8, 0.6, -0.7], [-0.2, 0.4, -0.4], [-0.1, -1.4, 0.2], [0.5, -0.2, -1.5]], "nbo_charge": [-0.1614, 0.6773, -0.1963, -0.6171, -0.4202, -0.6119, -0.1740, 0.7866, -0.5355, 0.7991, 0.3517, 0.3683, 0.2019, 0.1825, 0.2152, 0.2066, 0.2278, 0.2138, 0.2134, 0.2018, 0.2076, 0.2146, 0.4206, 0.2707, 0.2645, 0.2544, 0.4999, 0.4950, -0.8053, -0.6172, -0.6081, -0.5922, -0.5827, -0.6773, -0.6740], "homo_energy_ev": -9.651, "lumo_ev": 0.397, "smiles": "CC[C@H](C)[C@H](N)C(=O)N[C@@H](CC(=O)O)C(=O)O", "gap_ev": 10.047, "e_tot_ha": -877.5729}